This record from the Open Molecules 2025 dataset describes a cluster of 2 separate species, C3H8N2O in total in a non-equilibrium geometry. The level of theory is the ωB97M-V functional and the def2-TZVPD basis.

Geometry as XYZ:
```
14
Properties=species:S:1:pos:R:3:forces:R:3
C 0.94870 1.25355 -0.79922 1.13 0.93 -0.30
N 0.21014 0.62892 -1.58963 -1.17 -3.10 1.94
C 0.62396 -0.71709 -2.08001 3.75 2.04 -1.94
H 0.59206 1.39653 0.24216 0.13 1.71 -0.65
H 1.97538 1.60197 -1.12414 -0.21 -0.86 0.94
H 1.67054 -1.03191 -1.61723 -2.05 0.68 -1.01
H 0.74185 -0.68208 -3.18690 -0.12 -0.42 0.62
H -0.07477 -1.44669 -1.80797 -1.22 -0.78 0.47
N -0.62168 -0.27478 1.49455 0.34 -0.94 0.73
C -1.64716 -0.19431 2.39336 -2.02 3.24 -0.19
O -2.62608 0.55367 2.17706 1.65 -2.55 0.77
H 0.25217 -0.40056 1.94598 0.84 -0.59 0.02
H -0.56943 -0.01472 0.51142 -0.98 0.19 0.40
H -1.47567 -0.67249 3.44057 -0.09 0.44 -1.79
```
Positions in Å, forces in eV/Å.

energy = -8265.238 eV
SMILES = C=NC.NC=O
M = 88.1 g/mol
2S+1 = 1